# 1
DFT (ωB97M-V/def2-TZVPD) results for a structure of composition C2H3CdF3O3S at a distorted geometry.

As for the lowest unoccupied orbital energy (spin up / spin down): -1.5 / -4.1 eV. The energy relative to the best compared isomer or geometry (same formula, charge and spin) is 0.0 kJ/mol. The value obtained for the maximum force is 5.710 eV/A. As for the HOMO energy (spin up / spin down): -0.4084 / -0.2963 Eh. For the HOMO-LUMO gap (spin up / spin down), the calculation gives 0.3540 / 0.1454 Eh.

ORCA input file:
```
! RIJCOSX wB97M-V def2-TZVPD def2/J DEFGRID3
* xyz 0 1
S -0.057 -1.376 0.537
O 0.819 -2.008 -0.531
O 0.938 -1.135 1.660
C -0.590 0.317 -0.090
F -1.390 0.011 -1.125
F -1.308 0.788 0.946
F -3.195 1.812 -0.552
O -1.247 -2.121 0.899
Cd 2.511 -1.760 0.558
C 0.698 1.182 -0.488
H 1.147 1.519 0.471
H 1.370 0.736 -1.231
H 0.305 2.035 -1.054
*
```



# 2
DFT (ωB97M-V/def2-TZVPD) results for a cluster of 2 separate species, C6H14O in total at a distorted geometry.

As for the lowest unoccupied orbital energy: -2.2 eV. The energy relative to the best compared isomer or geometry (same formula, charge and spin) is 859.7 kJ/mol. The value obtained for the maximum force is 3.212 eV/A. As for the HOMO energy: -0.2417 Eh. For the HOMO-LUMO gap, the calculation gives 0.1619 Eh.

ORCA input file:
```
! RIJCOSX wB97M-V def2-TZVPD def2/J DEFGRID3
* xyz 0 1
C -1.796 0.891 -0.492
O -3.057 0.219 -0.449
C -1.170 0.951 0.925
C -1.096 -0.371 1.632
C 1.553 -0.589 -1.038
C 1.359 -0.994 0.394
C 2.756 0.183 -1.355
H -1.166 0.467 -1.273
H -2.007 1.934 -0.771
H -3.037 -0.377 0.307
H -0.198 1.460 0.748
H -1.787 1.600 1.572
H -1.403 -1.212 1.015
H -1.593 -0.513 2.589
H 1.046 -1.288 -1.723
H 0.380 -0.616 0.889
H 1.235 -2.094 0.474
H 2.269 -0.745 0.949
H 2.689 0.898 -2.156
H 1.297 0.527 -0.861
H 3.727 -0.333 -1.378
*
```



# 3
DFT (ωB97M-V/def2-TZVPD) results for a cluster of 2 separate species, C6H15N3O in total at a distorted geometry.

As for the lowest unoccupied orbital energy: 0.4 eV. Its structure (SMILES) is CC(=O)N(C)C.C/N=C\N. The energy relative to the best compared isomer or geometry (same formula, charge and spin) is 330.9 kJ/mol. The value obtained for the maximum force is 6.347 eV/A. As for the HOMO energy: -0.2842 Eh. For the HOMO-LUMO gap, the calculation gives 0.2996 Eh.

ORCA input file:
```
! RIJCOSX wB97M-V def2-TZVPD def2/J DEFGRID3
* xyz 0 1
C 0.918 -0.182 2.169
C 0.730 -0.721 0.759
O 1.064 -1.880 0.500
N 0.961 0.318 -0.316
C 1.444 1.645 0.020
C 1.431 -0.185 -1.595
H 0.209 0.625 2.344
H 1.927 0.198 2.331
H 0.752 -1.005 2.861
H 1.494 2.253 -0.884
H 0.758 2.098 0.736
H 2.457 1.608 0.435
H 1.120 0.486 -2.399
H 2.524 -0.222 -1.623
H 0.999 -1.165 -1.777
C -1.714 0.552 -1.473
N -1.311 0.577 -0.087
C -1.561 -0.471 0.690
N -2.065 -1.702 0.231
H -1.565 -0.418 -1.954
H -2.787 0.779 -1.506
H -1.146 1.315 -2.004
H -1.808 -0.210 1.718
H -3.029 -1.833 -0.034
H -1.803 -2.460 0.855
*
```



# 4
DFT (ωB97M-V/def2-TZVPD) results for a cluster of 2 separate species, C26H20ClN2O4S in total at a distorted geometry.

As for the lowest unoccupied orbital energy: 1.0 eV. The energy relative to the best compared isomer or geometry (same formula, charge and spin) is 15.2 kJ/mol. The value obtained for the maximum force is 4.186 eV/A. As for the HOMO energy: -0.1397 Eh. For the HOMO-LUMO gap, the calculation gives 0.1779 Eh.

ORCA input file:
```
! RIJCOSX wB97M-V def2-TZVPD def2/J DEFGRID3
* xyz -1 1
N -5.774 2.573 4.326
C -4.623 2.367 4.258
C -3.208 2.103 4.159
C -2.716 0.811 4.378
C -1.416 0.478 4.005
C -0.626 1.444 3.377
S 0.660 0.927 2.236
C 2.243 1.042 2.853
Cl 3.430 -0.082 2.832
O 0.278 -0.459 1.998
O 0.514 1.912 1.171
C -1.015 2.788 3.388
C -2.313 3.115 3.783
H -3.372 0.045 4.794
H -1.054 -0.537 4.147
H 2.450 1.964 3.397
H -0.336 3.560 3.044
H -2.652 4.151 3.748
O 0.834 3.263 -3.253
C -0.024 2.494 -3.721
O -0.242 1.931 -4.808
C -1.065 2.056 -2.625
C -2.425 1.619 -3.170
C -2.272 0.145 -3.324
C -1.089 -0.273 -2.687
C -0.633 -1.586 -2.747
C -1.471 -2.539 -3.331
C -2.676 -2.140 -3.939
C -3.071 -0.793 -3.960
N -0.415 0.833 -2.190
C 0.703 0.855 -1.437
C 1.146 -0.212 -0.662
C 2.409 -0.249 -0.084
C 3.016 -1.517 0.234
C 4.413 -1.722 0.144
C 4.938 -3.002 0.220
C 4.099 -4.099 0.478
C 2.741 -3.891 0.735
C 2.210 -2.609 0.639
H -1.093 2.804 -1.835
H -3.186 1.859 -2.421
H -2.679 2.137 -4.094
H 0.359 -1.843 -2.384
H -1.183 -3.588 -3.324
H -3.315 -2.891 -4.406
H -3.986 -0.454 -4.449
H 1.193 1.833 -1.365
H 0.442 -1.037 -0.516
H 3.037 0.638 -0.149
H 5.047 -0.846 -0.011
H 6.006 -3.157 0.078
H 4.509 -5.106 0.544
H 2.081 -4.716 1.023
H 1.174 -2.398 0.906
*
```



# 5
DFT (ωB97M-V/def2-TZVPD) results for a structure of composition C35H44BaCl5N3PSSe2Te2.

As for the lowest unoccupied orbital energy: 1.2 eV. The energy relative to the best compared isomer or geometry (same formula, charge and spin) is 53.9 kJ/mol. The value obtained for the maximum force is 0.905 eV/A. As for the HOMO energy: -0.1305 Eh. For the HOMO-LUMO gap, the calculation gives 0.1742 Eh.

ORCA input file:
```
! RIJCOSX wB97M-V def2-TZVPD def2/J DEFGRID3
* xyz -1 1
Ba -0.141 -0.228 -1.161
C -4.424 1.435 5.088
C -3.985 0.221 4.255
C -4.526 -1.065 4.901
C -4.583 0.340 2.852
C -2.454 0.157 4.203
C -1.718 0.036 5.400
C -0.339 -0.056 5.412
C 0.329 -0.026 4.188
S 2.023 -0.100 3.844
C 1.683 0.036 2.116
N 0.416 0.120 1.844
C -0.375 0.093 2.996
C -1.769 0.184 3.000
C 2.791 0.068 1.114
C 4.117 0.136 1.573
C 5.165 0.203 0.669
C 4.875 0.208 -0.695
C 3.551 0.139 -1.119
C 2.441 0.057 -0.254
H -5.518 1.482 5.130
H -4.061 2.362 4.634
H -4.049 1.390 6.115
H -5.621 -1.045 4.911
H -4.179 -1.182 5.933
H -4.204 -1.940 4.330
H -5.674 0.379 2.926
H -4.314 -0.514 2.222
H -4.255 1.248 2.336
H -2.243 0.005 6.348
H 0.204 -0.151 6.345
H -2.290 0.230 2.046
H 4.342 0.147 2.636
H 6.189 0.250 1.020
H 5.682 0.259 -1.421
H 3.377 0.147 -2.198
Se -3.578 3.448 -0.715
Te -3.105 1.298 -1.982
Te -4.534 -0.637 -0.769
Se -2.745 -2.090 0.221
C 1.943 4.754 -0.628
C 1.875 3.213 -0.848
N 0.469 2.803 -0.919
C -0.190 3.444 -2.071
C -0.154 4.978 -1.919
N 0.526 5.278 -0.600
C -0.251 4.653 0.543
C -0.207 3.127 0.347
H 2.454 5.274 -1.435
H 2.402 5.029 0.320
H 2.359 2.688 -0.029
H 2.385 2.928 -1.766
H -1.237 3.150 -2.081
H 0.296 3.120 -2.991
H -1.163 5.391 -1.864
H 0.421 5.482 -2.694
H 0.545 6.281 -0.463
H -1.276 5.022 0.471
H 0.213 4.992 1.468
H -1.241 2.768 0.304
H 0.322 2.630 1.162
C 0.518 -6.378 -0.800
C -0.236 -5.111 -1.198
P 0.758 -3.577 -1.378
C 1.765 -3.567 0.170
C 0.879 -3.438 1.421
C 2.018 -4.075 -2.625
C 2.834 -2.875 -3.116
H -0.165 -7.231 -0.745
H 0.990 -6.275 0.180
H 1.300 -6.628 -1.522
H -1.027 -4.876 -0.481
H -0.746 -5.249 -2.154
H 2.423 -2.696 0.098
H 2.406 -4.451 0.217
H 0.063 -2.719 1.274
H 1.458 -3.099 2.284
H 0.415 -4.394 1.683
H 1.475 -4.531 -3.459
H 2.677 -4.843 -2.207
H 2.189 -2.127 -3.591
H 3.593 -3.177 -3.844
H 3.349 -2.382 -2.288
Cl -1.865 -1.725 -3.447
C -0.864 -0.760 -4.540
C 0.102 0.064 -3.974
C 0.829 0.787 -4.898
Cl 2.115 1.875 -4.297
C 0.628 0.752 -6.280
Cl 1.544 1.749 -7.363
C -0.352 -0.098 -6.792
Cl -0.639 -0.175 -8.492
C -1.105 -0.874 -5.911
Cl -2.318 -1.943 -6.527
*
```



# 6
DFT (ωB97M-V/def2-TZVPD) results for a cluster of 2 separate species, C7H12N4OS2 in total at a distorted geometry.

As for the lowest unoccupied orbital energy: 0.3 eV. The energy relative to the best compared isomer or geometry (same formula, charge and spin) is 208.9 kJ/mol. The value obtained for the maximum force is 5.338 eV/A. As for the HOMO energy: -0.3059 Eh. For the HOMO-LUMO gap, the calculation gives 0.3155 Eh.

ORCA input file:
```
! RIJCOSX wB97M-V def2-TZVPD def2/J DEFGRID3
* xyz 0 1
C 1.388 -4.013 -0.676
C 0.030 -2.315 -0.393
C -0.024 1.354 -0.189
C 3.133 -0.068 -0.114
C -3.879 1.268 -0.056
C 2.342 1.299 0.189
C -2.597 1.041 0.722
N 1.654 -3.048 -1.501
N 0.835 -1.981 -1.313
N -1.372 -1.137 0.597
N 0.322 -3.563 0.139
O 0.967 0.829 0.460
S -0.116 2.752 -0.983
S -1.441 0.083 -0.362
H 1.635 -4.985 -0.460
H 3.988 0.149 -0.752
H 3.210 -0.617 0.919
H 2.463 -0.556 -0.766
H -3.973 2.141 -0.852
H -4.421 0.449 -0.510
H -4.652 1.612 0.693
H 2.475 1.923 -0.706
H 2.815 1.736 1.063
H -2.927 0.575 1.642
H -2.131 1.930 1.148
H -0.062 -4.016 0.929
*
```



# 7
DFT (ωB97M-V/def2-TZVPD) results for a cluster of 2 separate species, C4H13N4O in total at a distorted geometry.

As for the lowest unoccupied orbital energy (spin up / spin down): -7.3 / -13.0 eV. The energy relative to the best compared isomer or geometry (same formula, charge and spin) is 236.7 kJ/mol. The value obtained for the maximum force is 6.033 eV/A. As for the HOMO energy (spin up / spin down): -0.6855 / -0.6479 Eh. For the HOMO-LUMO gap (spin up / spin down), the calculation gives 0.4189 / 0.1687 Eh.

ORCA input file:
```
! RIJCOSX wB97M-V def2-TZVPD def2/J DEFGRID3
* xyz 2 2
C 3.212 0.074 -0.669
C 2.129 0.287 -1.788
O 0.962 -0.076 -1.727
N 2.363 0.984 -2.921
H 2.972 -0.739 0.000
H 3.384 0.709 0.092
H 1.409 1.211 -3.356
H 3.266 1.372 -3.167
H 4.126 -0.230 -1.145
C -3.253 0.212 2.184
C -1.319 -0.461 0.796
N 0.057 -0.193 0.576
N -1.799 0.330 1.801
N -1.976 -1.427 0.166
H 0.634 0.447 1.142
H 0.434 -0.458 -0.378
H -1.196 0.865 2.314
H -2.980 -1.489 0.272
H -1.534 -1.644 -0.813
H -3.830 0.459 1.165
H -3.475 0.731 3.069
H -3.585 -0.961 2.387
*
```